Formula: C3H9N2O
Source: the OMol25 dataset
Level of theory: ωB97M-V/def2-TZVPD

Positions of all 15 atoms, in Å:
C -2.178590 0.434951 -0.582184
N -0.970422 -0.146740 0.007118
C 0.388778 0.508695 -0.048827
C 1.360893 -0.514787 0.588900
N 2.680184 -0.439936 0.379982
O 0.810550 -1.454505 1.135794
H -2.626789 -0.260447 -1.293302
H -2.867383 0.750220 0.228205
H -2.004748 1.374453 -1.126899
H -0.758975 -1.146774 -0.199133
H -1.145476 -0.336321 1.006472
H 0.463503 0.623970 -1.137577
H 0.473476 1.487172 0.429142
H 3.253610 -1.185982 0.742084
H 3.121390 0.306025 -0.129774

Force components x, y, z for each atom (eV/Å):
C -1.092 1.349 -0.512
N 1.000 -1.197 2.602
C -0.029 0.078 -1.239
C -0.422 -0.604 -0.993
N -0.336 0.459 0.062
O 0.145 -0.157 0.465
H -0.063 0.015 0.374
H 0.299 -0.657 -0.524
H 0.530 -0.437 0.097
H -0.346 0.585 -0.668
H -0.028 0.418 -0.084
H 0.948 0.222 0.276
H -0.589 -0.144 0.039
H 0.011 0.021 0.072
H -0.026 0.049 0.031

Summary:
HOMO-LUMO gap, eV: 11.685
Structure (SMILES): C[NH2+]CC(N)=O
Largest force on an atom, eV Å⁻¹: 3.03
E_HOMO, eV: -14.9480
Energy, Ha: -304.21586
Lowest unoccupied orbital energy, eV: -3.3
Energy above the lowest of the compared OMol25 structures with the same formula, charge and spin, kcal per mole: 21.6
Net charge: +1

Atomic partial charges in e from the Mulliken method, atoms 1 to 5: -0.83 -0.20 -0.78 0.70 -0.36


Formula: C3H9N2O
Source: the OMol25 dataset
Level of theory: ωB97M-V/def2-TZVPD

Positions of all 15 atoms, in Å:
C 2.354533 -0.256952 0.488155
C 0.380644 1.103231 0.329766
C -3.807910 -0.034601 -0.029613
N 3.266299 -0.908686 -0.292965
N 1.532279 0.606582 -0.166278
O -3.129499 -1.181027 -0.283868
H 2.289384 -0.266159 1.586373
H -0.225445 1.805785 -0.330797
H 0.026670 0.841846 1.371862
H -4.788213 0.099364 -0.447166
H -3.332656 0.636765 0.705438
H 4.107830 -0.996309 0.283537
H 3.223577 -0.468378 -1.224249
H 1.780694 0.752586 -1.235710
H -3.678191 -1.734049 -0.754492

Force components x, y, z for each atom (eV/Å):
C -0.491 1.181 -1.545
C -1.560 1.207 -0.091
C 0.598 0.759 0.658
N -1.102 1.479 1.970
N 0.643 -0.952 -1.265
O 1.879 1.806 1.633
H 0.133 -0.500 -0.685
H 1.035 -1.171 1.116
H 0.711 0.272 -1.518
H -0.136 0.115 0.059
H -0.511 -0.521 -0.612
H 0.365 -0.445 -1.296
H 1.260 -0.996 0.446
H -1.049 -0.107 2.855
H -1.776 -2.129 -1.725

Summary:
HOMO-LUMO gap (alpha / beta), eV: 8.378 / 4.541
Largest force on an atom, eV Å⁻¹: 3.27
E_HOMO (alpha / beta), eV: -12.7053 / -9.7775
Energy, Ha: -304.04683
Lowest unoccupied orbital energy (alpha / beta), eV: -4.3 / -5.2
Energy above the lowest of the compared OMol25 structures with the same formula, charge and spin, kcal per mole: 127.7
Net charge: +1

Atomic partial charges in e from the Mulliken method, atoms 1 to 5: 0.11 -0.26 -0.44 -0.36 -0.19


Formula: C3H9N2O
Source: the OMol25 dataset
Level of theory: ωB97M-V/def2-TZVPD

Positions of all 15 atoms, in Å:
N 1.862566 0.759926 -0.047403
C 0.614888 0.402378 -0.480526
C -0.094448 -1.393168 -0.999190
C -0.417443 0.293347 0.511405
N -1.393202 1.250776 0.641744
O -0.218037 -0.513031 1.538017
H 2.287155 0.255384 0.715525
H 2.381562 1.438925 -0.570711
H -1.000432 -1.058505 1.709892
H 0.263551 0.720934 -1.453569
H 0.815498 -1.646708 -1.525503
H -0.913507 -1.036939 -1.614799
H -0.296147 -2.052802 -0.176911
H -2.273803 1.157462 0.134676
H -1.618197 1.422020 1.617354

Force components x, y, z for each atom (eV/Å):
N 0.215 -0.944 0.028
C -1.883 -1.812 -0.252
C 1.184 2.056 0.176
C 0.473 0.563 0.658
N -1.222 -0.709 -0.272
O 0.685 0.408 0.053
H 0.165 0.315 -0.106
H 0.275 -0.309 -0.203
H -0.154 0.368 0.523
H 0.328 1.243 0.360
H -0.102 -0.242 -0.388
H -0.091 -0.676 -0.167
H -0.168 -0.239 -0.023
H 0.418 0.456 -0.522
H -0.123 -0.479 0.135

Summary:
HOMO-LUMO gap, eV: 7.943
Largest force on an atom, eV Å⁻¹: 2.63
E_HOMO, eV: -13.1449
Energy, Ha: -304.09136
Lowest unoccupied orbital energy, eV: -5.2
Energy above the lowest of the compared OMol25 structures with the same formula, charge and spin, kcal per mole: 99.8
Net charge: +1

Atomic partial charges in e from the Mulliken method, atoms 1 to 5: -0.42 0.05 -1.00 0.32 -0.41


Formula: C3H9N2O
Source: the OMol25 dataset
Level of theory: ωB97M-V/def2-TZVPD

Positions of all 15 atoms, in Å:
C 1.227438 1.356227 1.026344
C 1.134467 0.185846 0.150395
O 1.971333 -0.356307 -0.512423
C -0.433903 -0.104170 -0.133865
N -0.969935 -0.832007 0.904406
N -0.814189 -0.863920 -1.559700
H 1.921413 1.282455 1.775005
H 0.262907 1.626229 1.390976
H 1.601576 2.163449 0.334478
H -0.911418 0.839405 -0.099601
H -0.304579 -1.481445 1.323301
H -2.023055 -0.911102 0.868313
H -1.802836 -0.470400 -1.755380
H -0.083119 -0.608550 -2.248064
H -0.776100 -1.825711 -1.464188

Force components x, y, z for each atom (eV/Å):
C -0.254 1.292 -2.185
C -1.715 -0.501 -2.298
O -0.029 -0.219 0.488
C 1.011 -1.234 0.692
N -0.948 -0.267 0.013
N -0.152 4.843 0.190
H 1.748 -0.338 1.961
H -0.489 0.296 0.510
H -0.385 -0.528 0.654
H -0.679 1.070 -1.285
H -1.303 -0.314 0.106
H 2.068 -0.455 0.918
H 2.186 -1.198 -0.264
H -0.793 0.102 -0.032
H -0.265 -2.548 0.531

Summary:
HOMO-LUMO gap, eV: 10.672
Structure (SMILES): CC(=O)[C@H](N)[NH3+]
Largest force on an atom, eV Å⁻¹: 4.85
E_HOMO, eV: -14.5189
Energy, Ha: -304.16765
Lowest unoccupied orbital energy, eV: -3.8
Energy above the lowest of the compared OMol25 structures with the same formula, charge and spin, kcal per mole: 51.9
Net charge: +1

Atomic partial charges in e from the Mulliken method, atoms 1 to 5: -1.15 0.71 -0.49 -0.29 -0.46


Formula: C3H9N2O
Source: the OMol25 dataset
Level of theory: ωB97M-V/def2-TZVPD

Positions of all 15 atoms, in Å:
C 0.890148 2.054975 -0.370130
C -1.373818 -0.627085 1.147158
C -0.178366 -0.932107 0.268524
N 0.085077 -2.195744 0.028940
N 0.487342 0.081810 -0.151537
O 1.380815 2.066968 -1.600463
H 0.021433 2.515057 -0.442944
H -1.232004 0.191364 1.745634
H -1.487642 -1.467537 1.850073
H -2.197676 -0.421920 0.490240
H 0.708244 -2.673818 -0.693306
H -0.631950 -2.873894 0.369009
H 0.748510 2.228418 -2.347513
H 1.534945 2.159817 0.466676
H 1.244944 -0.106303 -0.760362

Force components x, y, z for each atom (eV/Å):
C 1.552 -2.567 -2.387
C 0.665 -2.743 -0.738
C -0.991 1.697 1.152
N -0.259 -3.667 -1.074
N 1.051 2.323 -0.806
O 1.084 -0.468 0.094
H -4.461 1.652 1.245
H 0.666 2.247 1.225
H -0.631 0.183 -0.506
H -0.721 -0.328 -0.084
H -0.896 1.752 1.375
H 0.999 0.951 -0.325
H 0.354 -0.151 1.272
H 0.696 -0.172 0.269
H 0.890 -0.709 -0.710

Summary:
HOMO-LUMO gap, eV: 10.819
Largest force on an atom, eV Å⁻¹: 4.92
E_HOMO, eV: -14.5469
Energy, Ha: -304.15065
Lowest unoccupied orbital energy, eV: -3.7
Energy above the lowest of the compared OMol25 structures with the same formula, charge and spin, kcal per mole: 62.6
Net charge: +1

Atomic partial charges in e from the Mulliken method, atoms 1 to 5: 0.02 -1.22 0.74 -0.42 -0.45


Formula: C3H9N2O
Source: the OMol25 dataset
Level of theory: ωB97M-V/def2-TZVPD

Positions of all 15 atoms, in Å:
C -0.264581 1.209925 -0.348222
C -0.851622 -0.258795 -0.464083
C -2.241639 -0.157104 0.174458
N 0.868784 1.317870 0.082749
N 2.149209 -0.949764 -0.087165
O -0.356816 -1.380494 -0.656798
H -0.958197 2.050403 -0.301943
H -2.068896 0.138828 1.247642
H -2.756651 -1.167915 0.285599
H -2.907522 0.664569 -0.115548
H 1.680293 0.079266 0.134432
H 1.117774 2.219369 0.637841
H 1.417798 -1.258861 -0.734716
H 2.041238 -1.693993 0.638556
H 3.130834 -0.813301 -0.492799

Force components x, y, z for each atom (eV/Å):
C -2.729 -1.249 -0.926
C -1.778 -1.316 0.751
C -0.260 -1.062 1.442
N 3.926 2.002 3.087
N 0.894 0.171 0.123
O -0.440 3.342 -0.178
H -0.355 -0.349 -0.368
H 0.264 -0.276 -0.655
H 0.663 1.402 -0.662
H 0.215 -0.412 -0.661
H 0.717 -0.789 0.276
H -0.469 -1.580 -1.825
H 0.379 -0.204 -0.875
H 0.862 1.081 -0.335
H -1.889 -0.762 0.808

Summary:
HOMO-LUMO gap, eV: 10.064
Largest force on an atom, eV Å⁻¹: 5.38
E_HOMO, eV: -14.6754
Energy, Ha: -304.16182
Lowest unoccupied orbital energy, eV: -4.6
Energy above the lowest of the compared OMol25 structures with the same formula, charge and spin, kcal per mole: 55.6
Net charge: +1

Atomic partial charges in e from the Mulliken method, atoms 1 to 5: -0.19 0.83 -1.17 -0.45 -0.61


Formula: C3H9N2O
Source: the OMol25 dataset
Level of theory: ωB97M-V/def2-TZVPD

Positions of all 15 atoms, in Å:
C -2.122943 0.413484 -0.306268
N -1.195252 0.572308 0.801308
C 0.129952 0.465825 0.648890
O 0.973204 1.047118 1.308046
C 0.685747 -0.407193 -0.485940
N 2.018296 -0.854773 0.003697
H -3.085749 0.813701 -0.000516
H -1.842049 0.978534 -1.201319
H -2.246805 -0.631244 -0.579311
H -1.396609 1.168625 1.596405
H 0.128883 -1.229432 -0.911472
H 0.864995 0.356368 -1.262094
H 2.734631 -0.784148 -0.725363
H 2.286642 -0.125185 0.700194
H 2.067057 -1.783992 0.413738

Force components x, y, z for each atom (eV/Å):
C -0.526 0.080 -0.171
N 0.937 0.280 0.143
C -0.346 -0.297 -0.156
O 0.159 -0.224 0.542
C 0.182 0.837 -0.420
N 0.934 0.643 -0.594
H -0.036 -0.184 0.058
H 0.207 -0.007 0.204
H -0.080 -0.091 0.081
H -0.482 0.099 -0.299
H -0.267 -0.098 0.242
H 0.046 -0.579 -0.066
H -0.184 -0.320 -0.010
H -0.305 -0.062 0.352
H -0.241 -0.076 0.095

Summary:
HOMO-LUMO gap, eV: 10.689
Structure (SMILES): CNC(=O)C[NH3+]
Largest force on an atom, eV Å⁻¹: 1.28
E_HOMO, eV: -14.3664
Energy, Ha: -304.22007
Lowest unoccupied orbital energy, eV: -3.7
Energy above the lowest of the compared OMol25 structures with the same formula, charge and spin, kcal per mole: 19.0
Net charge: +1

Atomic partial charges in e from the Mulliken method, atoms 1 to 5: -0.89 -0.15 0.51 -0.64 -0.58


Formula: C3H9N2O
Source: the OMol25 dataset
Level of theory: ωB97M-V/def2-TZVPD

Positions of all 15 atoms, in Å:
C -1.269757 -0.080517 -0.246553
C 1.922337 0.666710 0.844596
C 1.355157 0.110992 -0.371388
N -1.660929 -1.028383 0.625637
N -2.172140 0.599684 -0.933502
O 1.510316 -1.175073 -0.603784
H 1.197339 1.394803 1.301547
H 2.853310 1.229488 0.605034
H 2.180539 -0.060133 1.533499
H 1.483729 0.816733 -1.222885
H -0.940093 -1.344121 1.275745
H -2.538412 -1.211278 1.107704
H -2.012929 1.064682 -1.818447
H -3.223057 0.537390 -0.691525
H 1.314590 -1.520978 -1.405673

Force components x, y, z for each atom (eV/Å):
C 0.693 -0.183 -0.211
C -0.972 2.018 0.247
C 0.423 -0.677 -2.330
N 1.233 0.459 1.099
N -2.700 -0.435 0.793
O 1.172 2.420 5.358
H 0.763 -0.540 -0.425
H -0.673 -0.221 -0.195
H 0.300 -1.547 1.494
H -1.201 -0.724 0.205
H 0.035 0.072 -0.662
H -0.586 0.518 -0.904
H 0.514 0.064 0.505
H 2.172 -0.065 -0.566
H -1.172 -1.161 -4.406

Summary:
HOMO-LUMO gap, eV: 8.746
Largest force on an atom, eV Å⁻¹: 6.00
E_HOMO, eV: -13.4562
Energy, Ha: -304.11854
Lowest unoccupied orbital energy, eV: -4.7
Energy above the lowest of the compared OMol25 structures with the same formula, charge and spin, kcal per mole: 82.7
Net charge: +1

Atomic partial charges in e from the Mulliken method, atoms 1 to 5: 0.01 -0.98 0.30 -0.33 -0.32


Formula: C3H9N2O
Source: the OMol25 dataset
Level of theory: ωB97M-V/def2-TZVPD

Positions of all 15 atoms, in Å:
C -2.721707 0.455738 -0.391564
N -1.680582 0.435389 0.329428
C -0.523634 -0.300104 -0.162084
O -0.406455 -1.592074 0.195190
N 0.727628 0.517835 0.377694
C 1.883425 0.155450 -0.413762
H -3.609576 0.984458 -0.130294
H -2.827330 -0.033006 -1.366691
H -0.292971 -0.198184 -1.262719
H -0.895053 -1.800987 1.125997
H 0.691689 0.643659 1.456148
H 0.194375 1.447451 0.218864
H 2.033730 0.604035 -1.420620
H 2.798067 0.486760 0.235476
H 1.728875 -0.973371 -0.610057

Force components x, y, z for each atom (eV/Å):
C 0.412 -0.507 -0.880
N 0.482 -0.394 -0.073
C 0.335 0.503 -0.451
O -1.898 -1.119 3.104
N -4.971 3.181 1.107
C 2.968 -1.043 0.787
H -0.370 0.486 0.805
H 0.425 -0.170 0.067
H -0.738 -0.288 0.854
H 1.588 0.882 -3.135
H 0.980 -1.337 -1.924
H 1.970 -0.874 -0.405
H -0.870 0.285 0.905
H -1.370 -1.304 -1.472
H 1.058 1.697 0.709

Summary:
HOMO-LUMO gap, eV: 11.600
Structure (SMILES): C=N[C@H](O)[NH2+]C
Largest force on an atom, eV Å⁻¹: 6.00
E_HOMO, eV: -15.1349
Energy, Ha: -304.13315
Lowest unoccupied orbital energy, eV: -3.5
Energy above the lowest of the compared OMol25 structures with the same formula, charge and spin, kcal per mole: 73.5
Net charge: +1

Atomic partial charges in e from the Mulliken method, atoms 1 to 5: -0.24 -0.56 -0.04 -0.48 -0.28


Formula: C3H9N2O
Source: the OMol25 dataset
Level of theory: ωB97M-V/def2-TZVPD

Positions of all 15 atoms, in Å:
O -2.692014 -1.109488 0.881471
C -1.687679 -0.498504 1.124376
C -0.658339 -0.289340 0.018349
N -1.187618 -0.985463 -1.197952
H -1.504113 -0.054106 2.111935
H -0.522799 0.773112 -0.161903
H 0.280626 -0.763498 0.296199
H -0.431596 -1.168900 -1.860039
H -1.655205 -1.856363 -0.921561
H -1.884744 -0.405269 -1.670976
C 2.370213 0.965553 0.527202
N 2.946672 1.543138 -0.434588
H 2.830038 0.183248 1.129003
H 1.402532 1.322578 0.901174
H 2.394027 2.343303 -0.742689

Force components x, y, z for each atom (eV/Å):
O 0.125 -0.112 0.007
C -0.428 0.062 -0.108
C -0.343 -0.462 0.479
N 0.274 0.462 -0.164
H 0.207 0.023 -0.049
H 0.137 -0.028 -0.219
H 0.119 0.158 -0.046
H -0.071 -0.120 -0.037
H -0.074 0.024 0.019
H -0.083 -0.127 0.023
C -0.276 0.710 0.409
N 0.177 -0.258 0.163
H 0.193 -0.227 -0.428
H 0.031 -0.020 0.190
H 0.014 -0.085 -0.238

Summary:
HOMO-LUMO gap, eV: 9.526
Largest force on an atom, eV Å⁻¹: 0.86
E_HOMO, eV: -13.5748
Energy, Ha: -304.14301
Lowest unoccupied orbital energy, eV: -4.0
Energy above the lowest of the compared OMol25 structures with the same formula, charge and spin, kcal per mole: 67.4
Net charge: +1

Atomic partial charges in e from the Mulliken method, atoms 1 to 5: -0.44 0.16 -0.51 -0.30 0.39